[1]
This record from the OMol25 dataset describes a molecular structure, C31H55IN2O10P2S. The level of theory is the ωB97M-V functional and the def2-TZVPD basis.

Each line ends with the Mulliken charge.
Cartesian coordinates (Å):
C1 1.553 -3.330 2.481  -1.397
C2 1.809 -1.840 2.368  1.388
O1 2.571 -1.500 1.223  -0.463
C3 1.880 -1.519 0.003  -0.727
C4 1.576 -0.085 -0.463  -0.309
O2 1.455 0.746 0.702  -0.288
C5 0.508 1.726 0.597  -0.602
C6 -0.883 1.388 0.744  0.500
C7 -1.272 -0.034 1.034  -0.133
C8 -1.694 -0.283 2.486  -0.817
C9 -1.825 -1.790 2.767  0.203
C10 -3.034 -2.124 3.611  -0.686
O3 -3.111 -3.512 3.912  -0.409
C11 -3.735 -4.271 2.901  -0.693
C12 -1.809 2.368 0.621  -1.134
I1 -3.863 2.039 0.712  0.097
C13 -1.399 3.705 0.389  0.912
N1 -2.183 4.775 0.238  -0.608
S1 -1.212 6.019 -0.005  0.119
N2 0.218 5.309 0.059  -0.540
C14 -0.010 4.014 0.279  0.527
C15 0.961 2.990 0.377  0.946
P1 2.760 3.264 0.287  -0.248
P2 3.098 4.793 -1.228  0.855
O4 3.160 6.130 -0.646  -0.648
O5 4.492 4.354 -1.898  -0.537
O6 2.046 4.598 -2.439  -0.273
H1 0.964 -3.698 1.642  0.375
H2 2.504 -3.857 2.524  0.260
H3 0.998 -3.528 3.398  0.449
H4 2.388 -1.503 3.225  0.314
H5 0.871 -1.273 2.388  -1.025
H6 0.970 -2.124 0.041  0.134
H7 2.543 -1.996 -0.720  0.374
H8 2.401 0.268 -1.083  0.434
H9 0.648 -0.035 -1.031  0.299
H10 -2.095 -0.305 0.367  0.663
H11 -0.461 -0.721 0.819  -0.493
H12 -2.630 0.220 2.713  0.580
H13 -0.902 0.117 3.121  0.418
H14 -0.923 -2.180 3.239  -0.292
H15 -1.912 -2.316 1.812  0.266
H16 -2.986 -1.621 4.576  0.296
H17 -3.955 -1.819 3.103  0.481
H18 -3.404 -5.301 3.000  0.264
H19 -3.469 -3.926 1.899  0.302
H20 -4.824 -4.225 2.996  0.270
H21 3.116 2.134 -0.462  -0.036
H22 4.363 3.672 -2.569  0.326
H23 2.381 5.048 -3.227  0.226
C16 4.683 -4.053 6.358  -0.544
C17 5.864 -3.506 5.557  -0.549
C18 5.153 -2.747 4.444  -0.394
O7 3.928 -2.271 5.006  -0.317
C19 3.691 -2.900 6.266  -0.412
H24 4.931 -4.311 7.386  0.342
H25 4.277 -4.942 5.870  0.268
H26 6.449 -2.818 6.171  0.257
H27 6.532 -4.277 5.178  0.332
H28 4.923 -3.404 3.598  0.203
H29 5.723 -1.896 4.071  0.312
H30 3.857 -2.169 7.064  0.268
H31 2.651 -3.226 6.308  0.245
C20 3.780 -1.076 -5.559  -0.657
C21 2.386 -1.602 -5.226  -0.021
C22 2.602 -2.212 -3.849  -0.344
O8 3.623 -1.429 -3.226  -0.368
C23 4.249 -0.588 -4.197  0.030
H32 3.780 -0.283 -6.305  0.330
H33 4.416 -1.888 -5.918  0.319
H34 1.689 -0.768 -5.141  -0.260
H35 2.001 -2.314 -5.955  0.406
H36 2.942 -3.252 -3.901  0.279
H37 1.701 -2.170 -3.233  0.240
H38 3.924 0.445 -4.024  -0.254
H39 5.330 -0.639 -4.065  0.343
C24 -8.322 1.937 -0.332  -0.496
C25 -9.571 1.427 0.387  -0.517
C26 -9.486 -0.071 0.122  -0.476
O9 -8.095 -0.385 0.041  -0.442
C27 -7.331 0.816 -0.048  -0.116
H40 -7.975 2.906 0.023  0.313
H41 -8.510 2.014 -1.405  0.292
H42 -9.495 1.627 1.458  0.258
H43 -10.498 1.867 0.023  0.344
H44 -9.964 -0.333 -0.829  0.275
H45 -9.938 -0.672 0.912  0.269
H46 -6.818 0.977 0.909  0.031
H47 -6.578 0.701 -0.830  0.247
C28 1.025 3.948 -5.326  -0.753
C29 -0.214 3.367 -4.647  -0.114
C30 -0.161 1.915 -5.103  -0.593
O10 1.225 1.595 -5.258  -0.275
C31 2.007 2.790 -5.210  0.076
H48 1.392 4.860 -4.857  0.355
H49 0.816 4.164 -6.376  0.337
H50 -0.109 3.430 -3.561  -0.064
H51 -1.142 3.862 -4.929  0.399
H52 -0.664 1.779 -6.066  0.306
H53 -0.603 1.227 -4.382  0.268
H54 2.542 2.823 -4.253  -0.187
H55 2.740 2.765 -6.017  0.294

HOMO level = -8.436 eV
Orbital gap = 0.286 Eh

---

[2]
This record from the OMol25 dataset describes a molecular structure, C31H56Br2Cl21N2O4PS. The level of theory is the ωB97M-V functional and the def2-TZVPD basis.

Each line ends with the Mulliken charge.
Cartesian coordinates (Å):
C1 2.439 1.226 3.125  -0.305
C2 2.371 0.368 1.730  1.052
P1 1.785 1.466 0.324  0.252
C3 2.652 1.152 -1.315  -0.947
C4 2.471 -0.313 -1.939  -0.002
C5 -0.066 1.741 0.200  -0.198
Br1 -0.483 1.642 -1.785  -0.059
C6 -1.180 0.746 0.810  1.213
S1 -1.913 -0.466 -0.416  -0.029
C7 -0.940 -0.091 2.141  -0.769
O1 -2.196 -0.627 2.720  -0.290
N1 -1.967 -1.964 2.931  0.217
O2 -2.961 -2.592 2.755  -0.435
N2 -2.333 1.710 1.023  -0.217
C8 -2.067 3.080 0.483  0.186
O3 -2.856 3.884 -0.047  -0.598
C9 -0.458 3.236 0.732  0.546
Br2 -0.451 3.312 2.748  0.076
C10 0.173 4.472 -0.053  -0.730
C11 1.531 5.048 0.542  0.476
O4 2.278 4.520 1.369  -0.403
Cl1 2.067 6.691 -0.139  -0.231
H1 1.547 1.032 3.808  -0.134
H2 3.371 0.900 3.709  0.181
H3 2.492 2.353 2.931  0.147
H4 3.474 0.090 1.510  -1.120
H5 1.827 -0.622 1.867  0.224
H6 2.376 1.952 -2.098  0.402
H7 3.780 1.319 -1.125  0.414
H8 3.147 -0.364 -2.878  -0.065
H9 2.829 -1.161 -1.257  0.044
H10 1.411 -0.522 -2.338  0.026
H11 -1.016 -1.541 -0.380  0.136
H12 -0.410 0.454 2.988  -0.341
H13 -0.336 -1.028 1.843  0.433
H14 -3.177 1.421 0.501  -0.093
H15 -0.620 5.312 -0.009  0.441
H16 0.349 4.285 -1.169  0.374
Cl2 2.213 -1.955 4.190  -0.123
C12 0.662 -2.181 5.037  0.293
C13 0.689 -1.643 6.454  -0.232
Cl3 1.745 -2.601 7.523  -0.193
H17 0.419 -3.245 5.016  0.525
H18 -0.093 -1.648 4.457  -0.460
H19 -0.314 -1.683 6.884  0.222
H20 1.030 -0.608 6.483  0.052
Cl4 -0.196 1.623 5.907  -0.212
C14 -1.754 1.391 6.742  -0.258
C15 -1.730 1.930 8.157  0.088
Cl5 -0.671 0.971 9.223  -0.205
H21 -1.994 0.327 6.723  0.031
H22 -2.509 1.920 6.156  0.413
H23 -2.734 1.890 8.586  -0.265
H24 -1.390 2.967 8.185  0.393
Cl6 -5.053 1.711 -1.107  -0.096
C16 -6.374 0.645 -1.647  -0.498
C17 -6.137 -0.806 -1.275  -0.577
Cl7 -4.788 -1.524 -2.190  -0.125
H25 -6.487 0.769 -2.725  0.324
H26 -7.285 1.006 -1.165  0.316
H27 -7.026 -1.396 -1.507  0.360
H28 -5.922 -0.919 -0.211  0.328
Cl8 -6.385 -2.560 -5.503  -0.164
C18 -5.498 -4.020 -6.008  -0.462
C19 -4.169 -4.163 -5.292  -0.504
Cl9 -2.998 -2.916 -5.792  -0.155
H29 -5.368 -3.978 -7.091  0.322
H30 -6.137 -4.874 -5.775  0.303
H31 -3.723 -5.130 -5.531  0.331
H32 -4.287 -4.101 -4.209  0.288
Cl10 5.502 0.288 0.580  -0.140
C20 6.457 -1.110 1.135  -0.356
C21 6.359 -2.284 0.181  -0.523
Cl11 4.733 -3.012 0.177  -0.180
H33 6.115 -1.377 2.136  0.093
H34 7.494 -0.777 1.208  0.403
H35 7.056 -3.067 0.485  0.360
H36 6.601 -1.991 -0.842  0.317
Cl12 -0.113 -2.244 -3.859  -0.138
C22 0.456 -1.742 -5.471  0.279
C23 1.838 -2.279 -5.786  -0.109
Cl13 3.110 -1.528 -4.784  -0.244
H37 0.429 -0.651 -5.515  0.339
H38 -0.264 -2.129 -6.195  -0.406
H39 2.089 -2.062 -6.825  -0.061
H40 1.890 -3.360 -5.642  0.361
Cl14 -1.232 -1.678 -8.245  -0.124
C24 -0.667 -1.176 -9.860  -0.370
C25 0.715 -1.709 -10.180  -0.608
Cl15 1.976 -0.950 -9.177  -0.139
H41 -0.696 -0.085 -9.904  0.201
H42 -1.389 -1.565 -10.581  0.335
H43 0.964 -1.491 -11.220  0.343
H44 0.772 -2.789 -10.036  0.389
Cl16 1.308 2.096 -10.836  -0.153
C26 2.019 3.488 -9.983  -0.481
C27 2.428 3.141 -8.566  -0.461
Cl17 1.022 2.830 -7.517  -0.162
H45 1.294 4.304 -10.003  0.325
H46 2.895 3.798 -10.557  0.302
H47 2.976 3.975 -8.123  0.347
H48 3.072 2.260 -8.539  0.284
Cl18 -4.889 2.678 8.836  -0.186
C28 -6.216 1.634 8.266  -0.417
C29 -5.981 0.176 8.604  -0.541
Cl19 -4.631 -0.520 7.673  -0.136
H49 -6.328 1.785 7.191  0.315
H50 -7.127 1.985 8.755  0.333
H51 -6.870 -0.409 8.358  0.354
H52 -5.767 0.039 9.665  0.316
Cl20 4.327 -0.040 7.319  -0.164
C30 5.104 -1.492 6.645  -0.219
C31 6.460 -1.185 6.045  -0.539
Cl21 6.333 -0.195 4.568  -0.146
H53 4.426 -1.927 5.908  0.062
H54 5.214 -2.203 7.466  0.362
H55 6.959 -2.114 5.762  0.285
H56 7.101 -0.656 6.752  0.363

HOMO level = -6.992 eV
Orbital gap = 0.262 Eh

---

[3]
This record from the OMol25 dataset describes 3 unconnected molecules or ions with the total composition C31H56ClI2N3O4Si4. The level of theory is the ωB97M-V functional and the def2-TZVPD basis.

Each line ends with the Mulliken charge.
Cartesian coordinates (Å):
C1 4.797 -9.403 3.904  -1.208
C2 4.498 -7.956 3.431  -0.783
N1 4.779 -7.657 2.013  1.215
C3 6.173 -7.891 1.630  -0.719
C4 6.883 -6.547 1.188  -1.603
C5 5.845 -5.736 0.396  0.584
C6 5.758 -5.999 -0.931  -0.725
C7 4.823 -5.362 -1.793  0.289
N2 4.835 -5.707 -3.112  -0.737
C8 3.897 -5.068 -3.768  -0.304
C9 2.981 -4.134 -3.207  -0.465
N3 3.003 -3.779 -1.946  -0.416
C10 3.957 -4.422 -1.222  0.716
C11 4.048 -4.134 0.180  0.869
C12 3.077 -3.138 0.738  -1.876
I1 1.038 -3.843 0.855  0.076
C13 3.391 -1.896 1.123  0.879
C14 4.825 -1.373 1.026  -1.372
I2 1.834 -0.649 1.898  0.128
C15 4.956 -4.761 0.988  1.221
C16 5.071 -4.482 2.477  -1.651
C17 3.790 -4.738 3.271  0.791
O1 2.844 -5.353 2.911  -0.382
Cl1 3.829 -4.030 4.951  -0.248
C18 3.833 -8.268 1.100  0.139
C19 3.683 -9.787 0.902  -1.521
O2 3.144 -7.544 0.422  -0.440
H1 5.781 -9.780 3.604  0.272
H2 4.009 -10.090 3.566  0.264
H3 4.736 -9.408 5.005  0.443
H4 5.108 -7.264 4.038  0.315
H5 3.448 -7.706 3.638  0.478
H6 6.795 -8.313 2.431  0.366
H7 6.205 -8.539 0.737  0.407
H8 7.284 -5.992 2.042  0.353
H9 7.667 -6.800 0.460  0.505
H10 6.440 -6.734 -1.369  0.431
H11 3.798 -5.290 -4.837  0.399
H12 2.221 -3.676 -3.844  0.431
H13 5.345 -1.930 0.240  0.329
H14 5.289 -1.509 2.015  0.336
H15 4.766 -0.297 0.813  0.469
H16 5.423 -3.445 2.591  0.356
H17 5.843 -5.095 2.962  0.342
H18 4.602 -10.360 1.069  0.352
H19 2.877 -10.114 1.581  0.323
H20 3.281 -9.927 -0.109  0.419
O3 -3.336 0.660 -0.167  -0.340
Si1 -3.019 0.027 1.331  0.300
C20 -4.622 -0.503 2.149  -1.017
C21 -2.194 1.322 2.410  -1.006
C22 -1.890 -1.456 1.266  -0.872
Si2 -4.215 1.917 -0.784  0.357
C23 -4.100 2.037 -2.644  -1.064
C24 -3.604 3.538 -0.064  -0.696
C25 -6.025 1.709 -0.338  -1.013
H21 -5.253 0.359 2.372  0.300
H22 -4.416 -1.024 3.088  0.383
H23 -5.179 -1.176 1.494  0.273
H24 -1.315 1.735 1.908  0.290
H25 -1.877 0.882 3.358  0.400
H26 -2.879 2.143 2.630  0.299
H27 -0.921 -1.200 0.836  0.043
H28 -2.328 -2.266 0.679  0.344
H29 -1.718 -1.829 2.278  0.373
H30 -3.071 2.198 -2.972  0.306
H31 -4.700 2.881 -2.993  0.308
H32 -4.480 1.133 -3.125  0.292
H33 -3.810 3.591 1.006  0.343
H34 -4.101 4.380 -0.548  0.014
H35 -2.526 3.639 -0.213  0.347
H36 -6.173 1.801 0.740  0.307
H37 -6.387 0.728 -0.652  0.268
H38 -6.631 2.474 -0.829  0.372
O4 -4.983 9.009 -2.243  -0.409
Si3 -4.374 9.983 -3.436  0.460
C26 -3.080 9.049 -4.421  -1.012
C27 -3.572 11.498 -2.675  -1.010
C28 -5.685 10.572 -4.627  -1.045
Si4 -4.391 8.193 -0.930  0.399
C29 -5.717 7.266 0.004  -1.010
C30 -3.585 9.398 0.259  -1.026
C31 -3.106 6.944 -1.481  -0.910
H39 -2.204 8.829 -3.809  0.296
H40 -2.754 9.641 -5.279  0.383
H41 -3.488 8.104 -4.787  0.280
H42 -4.268 12.004 -2.003  0.280
H43 -3.270 12.201 -3.453  0.381
H44 -2.683 11.224 -2.104  0.296
H45 -6.451 11.161 -4.118  0.291
H46 -6.169 9.736 -5.135  0.287
H47 -5.224 11.207 -5.387  0.297
H48 -6.483 7.943 0.388  0.329
H49 -5.268 6.748 0.855  0.291
H50 -6.200 6.518 -0.628  0.266
H51 -2.691 9.843 -0.181  0.305
H52 -3.292 8.887 1.179  0.373
H53 -4.276 10.203 0.517  0.283
H54 -2.225 7.447 -1.886  0.354
H55 -3.516 6.291 -2.254  0.290
H56 -2.787 6.328 -0.639  0.317

HOMO level = -8.331 eV
Orbital gap = 0.293 Eh

---

[4]
This record from the OMol25 dataset describes 4 unconnected molecules or ions with the total composition C31H57BrF13N5O5PS. The level of theory is the ωB97M-V functional and the def2-TZVPD basis.

Each line ends with the Mulliken charge.
Cartesian coordinates (Å):
N1 -0.196 -1.946 0.064  -0.503
P1 0.285 -0.529 -0.272  0.422
O1 1.812 -0.383 -0.547  -0.410
O2 -0.076 0.509 0.852  -0.503
N2 -0.535 -0.032 -1.711  0.503
C1 -1.858 -0.381 -1.951  0.500
N3 -2.557 -1.178 -1.174  0.200
C2 -3.960 -1.510 -1.444  -0.919
C3 -4.251 -2.920 -0.925  -1.023
C4 -4.575 -3.918 -2.013  0.409
F1 -4.461 -5.171 -1.522  -0.315
F2 -3.669 -3.793 -3.021  -0.314
C5 -5.992 -3.729 -2.632  0.975
F3 -5.899 -2.706 -3.518  -0.338
F4 -6.846 -3.340 -1.665  -0.328
C6 -6.558 -4.952 -3.411  0.462
F5 -6.524 -6.074 -2.677  -0.279
F6 -5.732 -5.102 -4.462  -0.311
C7 -8.009 -4.811 -3.971  0.603
F7 -8.113 -5.738 -4.932  -0.291
F8 -8.152 -3.603 -4.543  -0.297
C8 -9.174 -5.064 -2.936  0.629
F9 -8.723 -5.046 -1.673  -0.277
F10 -9.699 -6.271 -3.175  -0.279
C9 -10.327 -4.037 -3.037  0.636
F11 -9.898 -2.823 -2.739  -0.224
F12 -11.256 -4.376 -2.171  -0.248
F13 -10.843 -4.037 -4.250  -0.252
N4 -2.321 0.190 -3.068  -0.565
C10 -1.289 0.826 -3.557  0.318
Br1 -1.389 1.740 -5.130  -0.006
N5 -0.161 0.740 -2.842  0.028
C11 1.136 1.315 -3.226  -1.183
C12 1.375 2.813 -2.923  -0.641
C13 2.567 3.088 -1.999  -1.226
S1 2.123 3.547 -0.358  1.315
O3 0.694 3.589 -0.237  -0.682
O4 2.874 2.710 0.537  -0.676
O5 2.695 5.003 -0.349  -0.363
H1 -0.586 -1.959 0.999  0.261
H2 2.185 0.416 -0.123  0.144
H3 -0.847 1.055 0.652  0.341
H4 -2.082 -1.606 -0.390  0.210
H5 -4.589 -0.783 -0.940  0.266
H6 -4.109 -1.439 -2.513  0.683
H7 -5.012 -2.928 -0.154  0.485
H8 -3.353 -3.338 -0.474  0.504
H9 1.931 0.692 -2.839  0.611
H10 1.142 1.176 -4.301  0.512
H11 1.543 3.344 -3.854  0.506
H12 0.458 3.220 -2.512  0.593
H13 3.194 2.211 -1.887  0.498
H14 3.183 3.880 -2.407  0.559
H15 2.625 5.331 0.570  0.244
C14 2.564 -4.055 -1.212  -0.902
C15 1.319 -4.851 -0.848  0.308
C16 1.468 -5.697 0.413  -0.670
C17 2.544 -6.782 0.338  -0.790
C18 2.367 -7.780 -0.804  -0.381
C19 1.071 -8.581 -0.717  -1.179
H16 3.412 -4.695 -1.457  0.448
H17 2.362 -3.444 -2.097  0.297
H18 2.859 -3.385 -0.401  -0.073
H19 1.034 -5.482 -1.695  0.325
H20 0.504 -4.144 -0.704  -0.354
H21 0.503 -6.154 0.649  0.378
H22 1.700 -5.036 1.256  0.279
H23 2.553 -7.327 1.287  0.392
H24 3.529 -6.315 0.254  0.320
H25 3.212 -8.472 -0.791  0.401
H26 2.414 -7.264 -1.767  0.226
H27 1.015 -9.129 0.225  0.298
H28 1.005 -9.306 -1.529  0.384
H29 0.192 -7.937 -0.784  0.257
C20 3.108 -1.176 2.664  -0.573
C21 4.009 -1.162 3.894  -0.583
C22 3.769 0.043 4.803  -0.869
C23 4.030 1.401 4.148  -0.423
C24 5.439 1.582 3.587  -0.231
C25 6.534 1.491 4.646  -1.356
H30 3.296 -0.302 2.034  -0.017
H31 3.280 -2.066 2.056  0.204
H32 2.053 -1.166 2.952  0.328
H33 5.055 -1.195 3.579  0.268
H34 3.838 -2.073 4.471  0.421
H35 4.388 -0.060 5.697  0.341
H36 2.732 0.022 5.154  0.374
H37 3.841 2.183 4.890  0.433
H38 3.304 1.568 3.347  0.072
H39 5.495 2.561 3.104  0.363
H40 5.630 0.845 2.801  0.226
H41 6.381 2.238 5.428  0.317
H42 7.517 1.665 4.208  0.394
H43 6.558 0.509 5.120  0.296
C26 3.519 8.250 1.573  -1.166
C27 2.275 7.714 2.280  -0.637
C28 0.997 7.848 1.453  -0.236
C29 0.596 9.281 1.100  -0.879
C30 0.392 10.198 2.304  -0.399
C31 -0.727 9.742 3.236  -1.173
H44 3.436 9.317 1.372  0.346
H45 4.410 8.101 2.183  0.389
H46 3.680 7.744 0.617  0.246
H47 2.156 8.216 3.242  0.386
H48 2.428 6.653 2.519  0.362
H49 0.176 7.362 1.987  0.361
H50 1.120 7.287 0.517  0.216
H51 -0.329 9.247 0.518  0.382
H52 1.349 9.720 0.440  0.350
H53 0.161 11.200 1.936  0.373
H54 1.323 10.293 2.869  0.219
H55 -1.675 9.670 2.699  0.293
H56 -0.862 10.447 4.056  0.382
H57 -0.516 8.767 3.678  0.274

HOMO level = -12.351 eV
Charge = +1
Orbital gap = 0.340 Eh

---

> Among the records above, which one has the highest orbital gap?

C31H57BrF13N5O5PS